#a
Density functional theory data (the ωB97M-V functional and the def2-TZVPD basis) for one molecule with the formula C8H11N.

**Orbital gap**: 0.32521 Eh
**Spin multiplicity**: 1
**LUMO**: 0.873 eV
**SMILES**: Cc1cccc(C)c1N

Cartesian coordinates (Å):
N (0.20429, -1.90385, 0.06577)
C (1.26136, 0.16685, 0.04716)
C (-2.46567, -0.81438, -0.03734)
C (0.95820, 1.65394, -0.07138)
C (-1.28171, 1.47535, 0.02077)
C (-0.13432, 2.21364, 0.10445)
C (0.08283, -0.52282, 0.02775)
C (-1.23791, 0.03102, 0.00095)
C (2.60800, -0.46068, 0.07183)
H (-0.71783, -2.44011, -0.06449)
H (-2.35066, 2.13489, -0.03154)
H (3.46141, 0.32300, 0.02358)
H (-2.83643, -0.87530, 1.23909)
H (-3.30857, -0.37573, -0.44085)
H (1.86444, 2.29354, -0.01636)
H (2.25171, -1.27308, 0.78025)
H (2.85888, -1.11382, -0.85597)
H (-0.10644, 3.47881, -0.08986)
H (0.95742, -2.29258, -0.16928)
H (-2.06896, -1.69869, -0.60451)

The net atomic charges from Mulliken, expressed in e, are: -0.510, 0.425, -1.410, -0.542, -0.237, -0.546, 1.116, 0.406, -1.310, 0.122, 0.131, 0.313, 0.203, 0.402, 0.223, 0.341, 0.257, 0.156, 0.126, 0.335

---

#b
Density functional theory data (the ωB97M-V functional and the def2-TZVPD basis) for one molecule with the formula C8H11N.

**Orbital gap**: 0.35050 Eh
**Spin multiplicity**: 1
**LUMO**: 1.018 eV
**SMILES**: C1=C[C@]23CNC[C@@]2(C1)C3

Cartesian coordinates (Å):
N (1.98280, -0.41395, -0.78272)
C (0.95581, 0.15967, -1.68345)
C (0.06237, 0.02943, 0.64505)
C (-1.74112, 0.02054, -0.71083)
C (-2.09243, -0.53387, 0.45361)
C (-0.27738, 0.45199, -0.73949)
C (-0.98042, -0.72228, 1.37321)
C (1.38978, -0.70451, 0.55936)
C (0.06933, 1.58148, 0.31207)
H (2.11705, -0.69864, 1.32738)
H (-3.18013, -0.65696, 0.61313)
H (-2.42903, 0.20229, -1.60989)
H (0.67234, -0.64946, -2.37206)
H (0.84544, 2.25038, 0.15162)
H (-1.29530, -0.22099, 2.37537)
H (-0.58193, -1.72966, 1.75564)
H (-0.67635, 2.10046, 0.86315)
H (2.71293, 0.26768, -0.80569)
H (1.13999, -1.75829, 0.52880)
H (1.30627, 1.02468, -2.25426)

The net atomic charges from Mulliken, expressed in e, are: -0.478, -0.821, 1.009, -0.644, -0.385, 0.839, -0.696, -1.062, -1.348, 0.388, 0.334, 0.291, 0.315, 0.314, 0.210, 0.356, 0.356, 0.297, 0.399, 0.326

---

#b comes first in stability; the runner-up is 0.0496 hartree higher.

---

#a
Density functional theory data (the ωB97M-V functional and the def2-TZVPD basis) for a 2-piece molecular cluster, C3H8N2OP overall.

**Orbital gap**: 0.30284 Eh
**Spin multiplicity**: 1
**Net charge**: +1
**LUMO**: -4.290 eV

Cartesian coordinates (Å):
P (1.21708, -1.49671, 1.86392)
O (0.39820, 1.60060, -1.09608)
N (-1.42756, 2.43020, 0.13997)
N (-0.90634, 0.25081, 0.18694)
C (-0.65829, 1.44212, -0.30998)
C (0.90365, 0.28639, -1.33473)
C (0.07616, -0.63292, -0.34048)
H (-1.47675, 3.35938, -0.12153)
H (-0.09202, -1.95154, 2.42078)
H (-0.34229, -1.54330, -0.72695)
H (1.15066, -2.79925, 1.12272)
H (0.90406, -0.09630, -2.37111)
H (1.94438, 0.30028, -1.10603)
H (-1.73628, 0.00657, 0.72279)
H (-2.26844, 2.13297, 0.72336)

The net atomic charges from Mulliken, expressed in e, are: 0.067, -0.312, -0.336, -0.085, 0.590, -0.142, -0.630, 0.230, 0.078, 0.410, 0.110, 0.292, 0.238, 0.269, 0.222

---

#b
Density functional theory data (the ωB97M-V functional and the def2-TZVPD basis) for a 2-piece molecular cluster, C3H8N2OP overall.

**Orbital gap**: 0.35792 Eh
**Spin multiplicity**: 1
**Net charge**: +1
**LUMO**: -3.244 eV

Cartesian coordinates (Å):
P (0.72224, -2.93187, -0.34950)
O (0.27738, 1.01207, -1.00339)
N (-1.33677, 2.58105, -0.44371)
N (-0.21306, 1.18301, 1.14029)
C (0.79709, 0.19327, 1.01939)
C (1.16985, 0.18559, -0.31850)
C (-0.46203, 1.61489, -0.09220)
H (-0.63324, 1.53355, 1.95898)
H (0.70174, -4.10831, 0.34372)
H (1.78761, -0.30376, -1.06820)
H (1.02923, -0.44263, 1.82457)
H (-2.05721, 3.11569, 0.15392)
H (0.42365, -3.60919, -1.62728)
H (-1.53532, 2.68708, -1.38639)
H (-0.67116, -2.71043, -0.15171)

The net atomic charges from Mulliken, expressed in e, are: -0.227, -0.258, -0.401, 0.020, -0.435, -0.239, 0.594, 0.187, 0.098, 0.515, 0.443, 0.262, 0.111, 0.254, 0.076

---

#b comes first in stability; the runner-up is 0.0430 hartree higher.

---

#a
Density functional theory data (the ωB97M-V functional and the def2-TZVPD basis) for one molecule with the formula C20H22N2O5S.

**Orbital gap**: 0.32154 Eh
**Spin multiplicity**: 1
**LUMO**: 0.311 eV
**SMILES**: CCN(c1ccc(OC)cc1)S(=O)(=O)c1cc(-c2cc(C)no2)ccc1OC

Cartesian coordinates (Å):
S (1.25027, -0.60689, 1.87582)
O (0.94793, -1.62860, 2.82887)
O (2.03412, 0.72775, -4.21447)
O (-1.01342, -2.60024, 0.23760)
O (2.56373, -0.03836, 1.93464)
O (-5.06062, -1.33065, 1.75352)
N (2.97537, 1.48225, -4.82645)
N (0.13040, 0.63114, 2.06285)
C (-5.86204, -1.17591, 0.60714)
C (3.87379, 1.80434, -3.93164)
C (1.73940, -0.31589, -0.69556)
C (0.34589, -0.82584, -2.57012)
C (-0.16069, -1.75908, -0.37905)
C (5.05718, 2.63283, -4.26696)
C (-3.04693, -1.02048, 2.89817)
C (-3.80855, -0.80022, 1.74813)
C (3.52859, 1.25169, -2.67344)
C (-0.62521, -3.37134, 1.36012)
C (1.48521, -0.19765, -2.05680)
C (2.35549, 0.57957, -2.91325)
C (-0.43776, -1.59532, -1.74837)
C (1.40692, 2.67186, 2.46490)
C (-1.96101, 0.41072, 0.79948)
C (-3.25549, -0.07061, 0.70234)
C (0.49394, 1.92089, 1.50340)
C (0.93287, -1.06283, 0.15090)
C (-1.20342, 0.18716, 1.94194)
C (-1.76307, -0.53168, 2.99567)
H (-3.48983, -1.58297, 3.70453)
H (2.59162, 0.17226, -0.25157)
H (5.06995, 3.53286, -3.65460)
H (-1.30115, -2.11501, -2.13306)
H (-1.22335, -4.28149, 1.30230)
H (-6.79587, -1.68972, 0.82965)
H (0.10673, -0.71884, -3.61656)
H (2.32076, 2.10721, 2.61909)
H (-1.16823, -0.70807, 3.87700)
H (-3.81164, 0.12051, -0.20146)
H (5.97099, 2.07484, -4.06970)
H (-0.83296, -2.85083, 2.29407)
H (0.99049, 1.79594, 0.53214)
H (0.43644, -3.61965, 1.32481)
H (-5.39730, -1.63383, -0.27172)
H (1.65025, 3.64875, 2.05424)
H (-1.54202, 0.95968, -0.03146)
H (0.90917, 2.80194, 3.42209)
H (-6.07123, -0.12119, 0.40102)
H (-0.42641, 2.49019, 1.35094)
H (4.06816, 1.33964, -1.75472)
H (5.02258, 2.90918, -5.31637)

The net atomic charges from Mulliken, expressed in e, are: 1.167, -0.691, -0.184, -0.402, -0.709, -0.467, -0.687, 0.454, -0.837, 0.303, -1.297, -0.807, 0.653, -1.098, -0.698, 0.967, -0.334, -0.838, 0.510, 0.164, -0.562, -1.536, -0.211, -0.541, -0.108, 0.530, -0.802, -0.465, 0.441, 0.681, 0.283, 0.495, 0.302, 0.242, 0.500, 0.339, 0.445, 0.416, 0.278, 0.238, 0.108, 0.396, 0.322, 0.448, 0.478, 0.324, 0.331, 0.573, 0.538, 0.348

---

#b
Density functional theory data (the ωB97M-V functional and the def2-TZVPD basis) for C20H22N2O5S as an isolated structure.

**Orbital gap**: 0.32312 Eh
**Spin multiplicity**: 1
**LUMO**: 0.094 eV

Cartesian coordinates (Å):
S (-0.06897, -2.75145, 0.23906)
O (-1.57235, 4.32739, 2.27475)
O (-1.30839, 3.81127, -1.09137)
O (-1.72434, -3.13524, -0.26654)
O (-3.52026, 4.97062, 1.05490)
O (0.26803, -3.38893, 1.57065)
N (0.91700, -3.11563, -0.88760)
N (0.61829, 3.13786, 0.22629)
C (0.01322, -6.14697, 0.00464)
C (0.03028, -0.96188, 0.29910)
C (-0.94367, 6.50259, -0.16325)
C (1.40753, 3.22003, 1.31545)
C (-1.58678, 6.57073, 1.12351)
C (0.90696, 1.05043, 0.86907)
C (1.97471, 1.77706, 1.70367)
C (-0.87480, 1.14885, -0.66694)
C (0.26366, 5.55312, 0.05175)
C (0.95841, -0.46722, 1.02859)
C (-0.56740, -7.87934, -1.76972)
C (0.02886, 1.73105, 0.21710)
C (-0.46971, 4.01725, -0.24991)
C (-0.98140, -0.33530, -0.39415)
C (0.68591, -7.41844, -2.63310)
C (1.43757, -6.24734, -2.30649)
C (-0.63576, -7.18727, -0.76764)
C (1.77298, -4.31145, -0.87066)
C (0.98964, -5.56744, -1.07746)
C (-2.22305, 5.24515, 1.58653)
H (1.07806, 3.63811, 2.32617)
H (0.31958, -3.16112, -1.92338)
H (2.11873, -5.94790, -2.93822)
H (-1.75324, -0.59292, -1.02340)
H (1.54275, -0.96818, 1.51988)
H (-0.60667, 7.36884, -0.18140)
H (-1.07849, 6.81371, 2.13364)
H (1.97237, 1.49838, 2.79576)
H (2.12843, -4.32181, 0.35030)
H (-0.20709, -5.60876, 0.67795)
H (-0.84617, -8.72859, -1.88558)
H (0.60114, 5.60646, 0.92469)
H (-2.52587, 7.02902, 1.28507)
H (-1.49546, 1.82177, -1.04373)
H (-1.58139, 6.18924, -0.98513)
H (0.76519, -8.08040, -3.36279)
H (-1.52234, -7.77256, 0.11940)
H (3.04229, 1.62399, 1.09602)
H (2.16273, 3.88884, 0.58284)
H (2.60319, -4.27400, -1.43018)
H (-3.61334, 3.94709, 1.17765)
H (1.09941, 5.88129, -0.63580)

The net atomic charges from Mulliken, expressed in e, are: 1.089, -0.594, -0.619, -0.718, -0.489, -0.664, -0.097, 0.379, -0.966, 0.228, -1.094, -0.537, -0.631, 0.966, -0.426, -1.605, -1.132, -1.733, -0.743, -0.035, 0.445, -0.723, -0.535, -1.009, -0.125, -1.202, 1.186, 0.606, 0.044, 0.410, 0.487, 0.568, 1.037, 0.624, 0.274, 0.393, 0.268, 1.002, 0.618, 0.890, 0.488, 0.970, 0.333, 0.480, 0.019, 0.227, 0.309, 0.539, 0.406, 0.393

---

#a comes first in stability; the runner-up is 0.6114 hartree higher.

---

#a
Density functional theory data (the ωB97M-V functional and the def2-TZVPD basis) for a 2-piece molecular cluster, C2H7O2 overall.

**Orbital gap**: 0.27699 Eh
**Spin multiplicity**: 1
**Net charge**: -1
**LUMO**: 4.722 eV

Cartesian coordinates (Å):
O (-2.21239, 1.13791, 0.10747)
O (-0.31224, -0.63340, -0.63577)
C (0.68010, 0.06791, -0.09556)
C (1.88893, -0.80204, 0.49951)
H (2.22169, -1.66019, -0.09021)
H (-1.64111, 0.66374, -0.55257)
H (1.18215, 0.73706, -0.83079)
H (2.60466, 0.03539, 0.50606)
H (0.52929, 0.67893, 0.88794)
H (1.76090, -1.24096, 1.49805)
H (-1.56763, 1.32084, 0.78090)

The net atomic charges from Mulliken, expressed in e, are: -0.687, -0.884, -0.049, -1.029, 0.276, 0.404, 0.095, 0.295, 0.059, 0.237, 0.283

---

#b
Density functional theory data (the ωB97M-V functional and the def2-TZVPD basis) for a 2-piece molecular cluster, C2H7O2 overall.

**Orbital gap**: 0.28660 Eh
**Spin multiplicity**: 1
**Net charge**: -1
**LUMO**: 4.740 eV

Cartesian coordinates (Å):
O (-2.24594, 1.47765, -0.37003)
O (-0.16190, 0.23606, -1.12684)
C (0.83002, -1.33660, 0.42137)
C (0.60531, 0.12141, -0.01519)
H (1.62828, 0.55499, -0.14399)
H (-2.03637, 2.41280, -0.46265)
H (0.19643, 0.67049, 0.86701)
H (1.36936, -1.40333, 1.37045)
H (1.34716, -1.89575, -0.36772)
H (-0.14413, -1.81297, 0.54484)
H (-1.38824, 0.97525, -0.71725)

The net atomic charges from Mulliken, expressed in e, are: -0.769, -0.890, -1.032, -0.184, 0.188, 0.242, 0.199, 0.328, 0.236, 0.259, 0.423

---

#b comes first in stability; the runner-up is 0.0254 hartree higher.